{"formula": "C28H39IrN7O5PS3", "method": "ωB97M-V/def2-TZVPD", "elements": ["Ir", "C", "C", "N", "C", "C", "C", "S", "N", "C", "O", "C", "C", "C", "C", "C", "C", "H", "H", "H", "H", "H", "H", "H", "H", "H", "H", "H", "H", "H", "H", "H", "N", "C", "C", "N", "C", "C", "N", "C", "C", "N", "H", "H", "H", "H", "H", "H", "O", "C", "C", "C", "C", "O", "N", "H", "H", "H", "H", "C", "C", "C", "O", "P", "S", "S", "O", "C", "C", "C", "H", "H", "H", "H", "H", "H", "H", "H", "H", "H", "H", "H", "H", "H"], "xyz": [[-0.614, -0.205, -0.854], [4.472, 2.427, 1.470], [3.631, 3.274, 0.525], [2.192, 3.020, 0.650], [1.389, 3.997, 1.379], [1.275, 3.701, 2.869], [1.657, 1.920, 0.110], [0.005, 1.601, 0.468], [2.510, 1.189, -0.633], [2.297, -0.044, -1.015], [1.331, -0.823, -0.712], [3.350, -0.644, -1.885], [3.021, -1.724, -2.699], [3.977, -2.286, -3.531], [5.270, -1.781, -3.541], [5.602, -0.701, -2.733], [4.642, -0.128, -1.914], [5.532, 2.636, 1.314], [4.299, 1.368, 1.282], [4.235, 2.637, 2.514], [3.920, 3.085, -0.506], [3.778, 4.334, 0.731], [0.404, 4.028, 0.917], [1.855, 4.970, 1.222], [0.848, 2.711, 3.032], [0.626, 4.437, 3.346], [2.249, 3.743, 3.358], [2.004, -2.095, -2.693], [3.713, -3.116, -4.174], [6.020, -2.227, -4.182], [6.609, -0.304, -2.745], [4.878, 0.722, -1.287], [-2.823, -3.513, -1.841], [-1.677, -4.265, -1.719], [-0.654, -3.379, -1.551], [-1.166, -2.117, -1.585], [-2.465, -2.221, -1.752], [-3.217, -0.988, -1.729], [-2.585, 0.088, -1.301], [-3.425, 1.155, -1.468], [-4.594, 0.703, -1.996], [-4.437, -0.655, -2.175], [-3.761, -3.871, -1.880], [-1.692, -5.339, -1.748], [0.394, -3.561, -1.392], [-3.136, 2.151, -1.183], [-5.505, 1.211, -2.249], [-5.136, -1.288, -2.519], [0.583, 2.885, -2.151], [0.219, 2.052, -2.951], [0.216, 2.319, -4.448], [-0.347, 1.055, -5.060], [-0.565, 0.134, -3.874], [-0.990, -0.995, -3.991], [-0.233, 0.765, -2.683], [1.239, 2.542, -4.750], [-0.380, 3.211, -4.636], [0.311, 0.562, -5.773], [-1.309, 1.202, -5.552], [-0.819, -2.503, 4.624], [-1.590, -3.547, 3.838], [-0.694, -4.459, 3.021], [-2.629, -2.999, 2.986], [-2.694, -1.662, 2.132], [-4.312, -1.726, 1.050], [-0.858, -1.414, 1.266], [-2.780, -0.571, 3.306], [-2.583, 0.836, 3.048], [-3.920, 1.510, 2.809], [-1.840, 1.392, 4.245], [-0.212, -3.014, 5.374], [-1.497, -1.819, 5.131], [-0.158, -1.926, 3.977], [-2.163, -4.155, 4.540], [-0.120, -3.885, 2.296], [-1.295, -5.198, 2.489], [-0.004, -4.984, 3.684], [-1.949, 0.928, 2.165], [-4.585, 1.338, 3.658], [-4.398, 1.112, 1.914], [-3.775, 2.585, 2.688], [-2.388, 1.169, 5.163], [-1.738, 2.475, 4.155], [-0.845, 0.951, 4.314]], "charge": 0, "multiplicity": 1, "largest_force_ev_per_a": 1.11, "orbital_gap_ev": 7.7, "total_energy_ha": -3490.38397, "homo_energy_ev": -7.615, "e_above_lowest_kj_mol": 13.7, "lumo_energy_ha": 0.0045}

{"formula": "C24H50Cl2P2ReSi2", "method": "ωB97M-V/def2-TZVPD", "elements": ["Re", "C", "C", "C", "Si", "C", "C", "Si", "H", "H", "H", "Cl", "C", "C", "C", "C", "H", "H", "H", "H", "H", "H", "H", "H", "H", "H", "H", "H", "C", "C", "P", "H", "H", "P", "H", "H", "C", "C", "C", "C", "C", "H", "C", "H", "H", "H", "H", "H", "H", "H", "C", "C", "H", "H", "H", "H", "H", "H", "H", "C", "C", "H", "H", "H", "H", "H", "H", "C", "C", "H", "H", "H", "H", "H", "H", "H", "C", "H", "H", "H", "Cl"], "xyz": [[0.417, 0.182, -0.118], [2.339, 0.921, -0.677], [2.484, -0.154, 0.256], [1.905, -1.332, -0.385], [3.233, 0.186, 1.948], [1.392, -0.949, -1.654], [1.629, 0.480, -1.839], [1.154, 1.730, -3.157], [2.652, 1.942, -0.495], [1.981, -2.323, 0.027], [0.983, -1.583, -2.422], [-2.345, -1.819, 0.397], [2.035, 3.359, -2.917], [1.434, 1.019, -4.856], [4.043, 1.868, 2.019], [4.408, -1.181, 2.421], [2.517, 0.857, -4.957], [1.125, 1.749, -5.618], [0.931, 0.058, -5.027], [1.828, 3.779, -1.924], [1.713, 4.057, -3.705], [3.118, 3.201, -2.998], [5.220, -1.174, 1.679], [3.955, -2.182, 2.420], [4.845, -0.963, 3.406], [4.864, 1.906, 1.292], [4.449, 2.021, 3.031], [3.328, 2.663, 1.767], [-0.667, 2.104, -2.809], [1.740, 0.311, 3.101], [-1.466, 0.665, -2.011], [-1.191, 2.396, -3.724], [-0.760, 2.948, -2.108], [0.353, -0.690, 2.454], [1.384, 1.352, 3.154], [2.007, 0.016, 4.121], [-0.984, -0.574, 3.745], [1.007, -2.468, 2.726], [-1.510, -0.593, -3.453], [-3.263, 1.123, -1.847], [-3.602, 1.509, -0.397], [-3.817, 0.196, -2.081], [-3.728, 2.243, -2.792], [-3.175, 3.174, -2.591], [-4.795, 2.429, -2.603], [-3.633, 1.967, -3.850], [-3.409, 0.707, 0.325], [-4.667, 1.764, -0.310], [-3.049, 2.390, -0.058], [-0.443, -0.776, -3.654], [-2.195, -0.079, -4.725], [-2.126, -1.924, -3.017], [-1.730, 0.830, -5.129], [-3.272, 0.091, -4.566], [-2.093, -0.858, -5.497], [-1.596, -2.395, -2.185], [-2.095, -2.639, -3.846], [-3.183, -1.824, -2.746], [1.884, -2.514, 2.062], [0.006, -3.514, 2.234], [1.434, -2.775, 4.167], [2.216, -2.101, 4.540], [1.859, -3.791, 4.179], [0.574, -2.766, 4.857], [-0.247, -3.407, 1.176], [-0.922, -3.509, 2.816], [0.429, -4.518, 2.350], [-2.097, 0.388, 3.300], [-0.493, -0.166, 5.144], [-1.423, -1.587, 3.795], [-0.036, 0.835, 5.117], [0.212, -0.892, 5.569], [-1.363, -0.129, 5.815], [-1.738, 1.413, 3.166], [-2.886, 0.439, 4.064], [-2.585, 0.091, 2.364], [-3.422, -3.193, 0.405], [-2.914, -4.048, -0.072], [-3.692, -3.410, 1.440], [-4.323, -2.906, -0.137], [-0.415, 2.229, 0.845]], "charge": 0, "multiplicity": 4, "largest_force_ev_per_a": 4.45, "orbital_gap_ev": [4.1, 6.0], "total_energy_ha": -3204.82345, "homo_energy_ev": [-3.563, -6.083], "lumo_energy_ha": [0.0203, -0.0034], "s_squared": 3.77}

{"formula": "C10H15N2", "method": "ωB97M-V/def2-TZVPD", "elements": ["C", "N", "C", "N", "C", "C", "C", "C", "C", "C", "C", "C", "H", "H", "H", "H", "H", "H", "H", "H", "H", "H", "H", "H", "H", "H", "H"], "xyz": [[2.685, -1.121, -0.118], [1.295, -0.886, 0.190], [0.330, -1.508, -0.711], [-0.936, -0.708, -0.488], [-1.667, -0.625, -1.801], [-1.870, -1.302, 0.491], [-0.468, 0.542, 0.110], [-1.070, 1.755, 0.287], [-0.404, 2.825, 0.791], [0.912, 2.594, 1.351], [1.519, 1.374, 1.295], [0.844, 0.381, 0.521], [2.928, -0.658, -1.022], [3.241, -0.657, 0.701], [2.875, -2.200, -0.095], [0.507, -1.478, -1.764], [0.090, -2.470, -0.328], [-2.029, -1.714, -1.990], [-2.505, 0.116, -1.861], [-0.783, -0.243, -2.381], [-2.509, -2.228, 0.231], [-1.383, -1.828, 1.256], [-2.463, -0.414, 0.795], [-2.133, 1.950, 0.092], [-1.022, 3.763, 0.931], [1.525, 3.490, 1.758], [2.491, 1.250, 1.762]], "charge": 1, "multiplicity": 1, "largest_force_ev_per_a": 3.03, "orbital_gap_ev": 9.3, "total_energy_ha": -499.24529, "homo_energy_ev": -11.866, "e_above_lowest_kj_mol": 281.2, "lumo_energy_ha": -0.0950, "smiles": "CN1C[N+](C)(C)c2ccccc21"}

{"formula": "C3H6F2N2", "method": "ωB97M-V/def2-TZVPD", "elements": ["C", "C", "C", "N", "N", "F", "F", "H", "H", "H", "H", "H", "H"], "xyz": [[-0.342, -0.715, -0.547], [-0.616, 0.552, -1.070], [1.289, 0.676, 0.017], [0.800, -0.556, 0.186], [0.493, 1.348, -0.889], [-1.689, 1.197, 0.294], [2.594, 0.922, 0.107], [2.304, -1.276, 2.523], [-1.125, -1.386, -0.319], [-1.316, 0.747, -1.914], [2.112, -0.879, 1.854], [1.065, -1.228, 0.920], [0.594, 2.281, -1.145]], "charge": 0, "multiplicity": 1, "largest_force_ev_per_a": 3.61, "orbital_gap_ev": [8.0, 8.0], "total_energy_ha": -427.01340, "homo_energy_ev": [-7.623, -7.624], "e_above_lowest_kj_mol": 357.7, "lumo_energy_ha": [0.0144, 0.0145]}